Arrangement A

Below is 14 unconnected molecules or ions with the total composition C14H56O14, with properties calculated with the ωB97M-V functional and the def2-TZVPD basis.

Structure (ORCA input):
```
! wB97M-V def2-TZVPD RIJCOSX def2/J DEFGRID3
* xyz 0 1
C 2.441 2.538 0.791
O 1.434 2.818 -0.131
H 2.286 2.936 1.794
H 2.453 1.455 0.911
H 3.429 2.710 0.362
H 1.681 2.490 -0.999
C -4.097 0.495 -3.624
O -5.253 -0.286 -3.709
H -4.376 1.387 -3.062
H -3.278 0.098 -3.025
H -3.618 0.757 -4.567
H -5.082 -1.089 -4.207
C -3.442 -4.072 -0.492
O -4.666 -4.702 -0.393
H -3.427 -3.669 -1.505
H -3.451 -3.220 0.188
H -2.587 -4.745 -0.425
H -5.316 -4.002 -0.291
C 0.211 -3.164 3.129
O 1.438 -2.572 2.628
H -0.543 -3.612 2.481
H 0.633 -3.921 3.790
H -0.205 -2.477 3.866
H 1.635 -2.913 1.752
C -3.445 0.582 3.196
O -2.353 1.381 3.627
H -4.097 0.309 4.026
H -3.839 0.917 2.237
H -2.941 -0.378 3.084
H -1.796 1.659 2.896
C 5.249 -2.504 0.589
O 5.930 -3.736 0.438
H 4.994 -2.116 -0.398
H 4.431 -2.428 1.305
H 6.064 -1.810 0.792
H 6.248 -3.986 1.309
C 0.750 0.457 4.222
O 1.790 -0.462 4.564
H -0.069 0.514 4.938
H 1.123 1.479 4.283
H 0.391 0.185 3.230
H 1.696 -1.233 3.999
C -0.190 3.709 5.455
O -0.803 5.016 5.454
H 0.895 3.747 5.367
H -0.403 3.327 6.453
H -0.748 3.006 4.835
H -0.676 5.449 6.302
C 3.346 -2.985 -3.880
O 3.411 -2.429 -2.546
H 3.573 -4.050 -3.818
H 2.430 -2.881 -4.462
H 4.190 -2.460 -4.327
H 4.217 -1.908 -2.576
C 0.286 -3.630 -1.165
O 1.280 -2.789 -0.594
H 0.761 -4.550 -1.507
H -0.430 -3.936 -0.402
H -0.209 -3.120 -1.992
H 1.822 -2.584 -1.360
C 0.341 2.785 -3.735
O 1.227 2.128 -2.861
H 0.010 2.162 -4.566
H -0.544 2.882 -3.105
H 0.727 3.784 -3.941
H 2.064 2.050 -3.326
C -0.341 -0.061 -0.070
O -0.641 1.242 0.431
H 0.623 -0.327 0.365
H -1.162 -0.710 0.235
H -0.387 -0.111 -1.157
H -0.023 1.934 0.185
C -0.170 5.268 1.915
O -0.824 5.985 2.996
H 0.855 5.107 2.247
H -0.627 4.304 1.693
H -0.134 5.900 1.027
H -0.855 5.539 3.845
C -1.564 0.318 -6.832
O -2.977 0.491 -6.873
H -1.185 -0.264 -7.671
H -1.134 1.309 -6.689
H -1.127 -0.317 -6.061
H -3.331 -0.401 -6.883
*
```

Values from the calculation:
Kohn-Sham gap = 0.32834 hartree
Highest occupied orbital energy = -0.3361 Ha
LUMO level = -0.0077 Eh

=====

Arrangement B

Below is 14 unconnected molecules or ions with the total composition C14H56O14, with properties calculated with the ωB97M-V functional and the def2-TZVPD basis.

Structure (ORCA input):
```
! wB97M-V def2-TZVPD RIJCOSX def2/J DEFGRID3
* xyz 0 1
C 3.292 -8.805 7.503
O 3.036 -7.494 8.005
H 2.688 -9.553 8.018
H 3.027 -8.862 6.447
H 4.368 -8.961 7.579
H 3.677 -6.908 7.596
C 6.104 -6.456 6.390
O 4.915 -5.796 6.587
H 6.453 -7.015 7.259
H 6.026 -7.192 5.590
H 6.928 -5.768 6.199
H 4.572 -5.383 5.791
C 5.045 -5.787 3.247
O 4.112 -4.960 3.956
H 4.985 -6.853 3.465
H 4.745 -5.654 2.207
H 6.070 -5.443 3.380
H 3.841 -4.265 3.352
C 7.325 -6.122 11.214
O 7.403 -6.464 9.890
H 8.176 -6.472 11.797
H 7.326 -5.043 11.365
H 6.424 -6.517 11.684
H 8.151 -6.025 9.478
C 5.724 -9.304 9.977
O 6.590 -8.944 8.922
H 5.301 -10.283 9.751
H 6.252 -9.183 10.923
H 4.924 -8.571 9.881
H 6.794 -8.014 9.047
C 0.773 -4.644 6.658
O 0.139 -4.405 5.411
H 1.854 -4.671 6.523
H 0.605 -3.799 7.326
H 0.330 -5.539 7.095
H 0.117 -3.471 5.187
C 7.716 -8.661 3.330
O 6.489 -8.865 2.686
H 8.468 -8.624 2.542
H 7.627 -7.699 3.834
H 7.959 -9.509 3.971
H 6.649 -9.524 2.007
C 5.060 -10.483 5.343
O 4.527 -9.751 4.275
H 5.845 -11.130 4.951
H 5.482 -9.821 6.099
H 4.246 -11.048 5.796
H 5.260 -9.322 3.826
C 9.094 -8.866 6.854
O 10.101 -9.638 6.165
H 9.100 -7.783 6.727
H 8.081 -9.106 6.531
H 9.135 -9.105 7.916
H 10.952 -9.538 6.598
C 1.589 -7.379 4.244
O 0.540 -7.379 5.142
H 1.636 -8.223 3.556
H 1.502 -6.536 3.558
H 2.572 -7.316 4.712
H 0.371 -6.441 5.255
C 9.514 -5.298 4.792
O 9.164 -4.542 5.933
H 10.456 -4.921 4.395
H 9.808 -6.332 4.974
H 8.735 -5.254 4.031
H 8.976 -3.661 5.602
C 7.150 -3.386 8.619
O 7.858 -2.248 8.270
H 7.245 -4.203 7.903
H 7.532 -3.718 9.585
H 6.082 -3.172 8.658
H 7.700 -2.074 7.339
C 10.812 -5.064 8.810
O 9.607 -5.590 8.371
H 11.577 -5.125 8.036
H 10.727 -3.985 8.939
H 11.222 -5.541 9.701
H 9.450 -5.307 7.467
C 6.465 -2.754 5.193
O 7.441 -1.852 5.718
H 5.435 -2.423 5.323
H 6.621 -2.734 4.114
H 6.650 -3.720 5.662
H 7.573 -1.184 5.041
*
```

Values from the calculation:
Kohn-Sham gap = 0.32417 hartree
Highest occupied orbital energy = -0.3299 Ha
LUMO level = -0.0057 Eh

=====

Which structure is the most stable? The one labeled arrangement B.

=====

Arrangement A

Below is a single C9H11NOS molecule, with properties calculated with the ωB97M-V functional and the def2-TZVPD basis.

Structure (ORCA input):
```
! wB97M-V def2-TZVPD RIJCOSX def2/J DEFGRID3
* xyz 0 1
C 0.385 1.130 2.003
C -0.169 1.221 0.692
C 0.420 -1.121 1.814
C 0.856 -0.033 2.625
C -0.288 0.071 0.037
C -0.976 -0.162 -1.516
C -0.428 0.144 -2.848
C 1.496 -0.231 3.955
C -0.609 -0.767 -4.008
N -0.013 -1.138 0.585
O -1.800 2.417 -2.104
S -2.016 1.022 -2.439
H 0.358 1.990 2.611
H -0.383 2.264 0.450
H 0.648 -2.108 2.329
H -1.355 -1.239 -1.457
H 0.588 0.451 -2.824
H 2.592 -0.398 3.867
H 1.407 0.671 4.633
H 1.176 -1.074 4.501
H 0.293 -1.507 -4.017
H -0.698 -0.262 -4.909
H -1.485 -1.341 -3.981
*
```

Values from the calculation:
Kohn-Sham gap = 0.36069 hartree
Highest occupied orbital energy = -0.3306 Ha
LUMO level = 0.0301 Eh

=====

Arrangement B

Below is a single C9H11NOS molecule, with properties calculated with the ωB97M-V functional and the def2-TZVPD basis.

Structure (ORCA input):
```
! wB97M-V def2-TZVPD RIJCOSX def2/J DEFGRID3
* xyz 0 1
O -0.826 -2.812 -0.988
H -1.513 -3.400 -1.329
N -1.547 -1.802 -0.341
C -0.881 -0.853 0.176
C 0.584 -0.752 0.163
C 1.300 0.319 -0.289
S 3.008 0.024 -0.167
C 2.734 -1.542 0.496
C 1.417 -1.822 0.602
H 1.026 -2.746 0.987
H 3.573 -2.155 0.760
C 0.840 1.607 -0.884
C -0.664 1.841 -0.747
C -1.138 1.612 0.691
H -0.305 1.786 1.374
H -1.926 2.322 0.949
C -1.687 0.197 0.886
H -1.698 -0.047 1.952
H -2.713 0.129 0.522
H -1.205 1.170 -1.417
H -0.878 2.865 -1.060
H 1.121 1.634 -1.943
H 1.379 2.425 -0.394
*
```

Values from the calculation:
Kohn-Sham gap = 0.34823 hartree
Highest occupied orbital energy = -0.3165 Ha
LUMO level = 0.0317 Eh
Structure (SMILES) = O/N=C1/CCCCc2sccc21

=====

Arrangement C

Below is 2 unconnected molecules or ions with the total composition C9H11NOS, with properties calculated with the ωB97M-V functional and the def2-TZVPD basis.

Structure (ORCA input):
```
! wB97M-V def2-TZVPD RIJCOSX def2/J DEFGRID3
* xyz 0 1
C 0.793 -2.225 1.456
C 1.548 -1.344 0.716
C -1.179 -1.074 0.982
C -0.576 -2.231 1.487
C 0.839 -0.339 0.135
C 1.354 1.797 -1.315
C 0.098 2.268 -1.927
C -1.309 -3.110 2.486
C -0.306 3.781 -1.821
N -0.439 -0.172 0.223
O 1.030 0.119 -3.438
S 1.347 1.517 -3.056
H 1.149 -2.977 2.221
H 2.723 -1.294 0.648
H -2.252 -0.784 1.102
H 2.172 2.328 -0.827
H -0.800 1.543 -1.871
H -0.974 -4.098 2.845
H -1.497 -2.459 3.332
H -2.356 -3.494 2.065
H -0.751 4.061 -2.814
H 0.508 4.421 -1.680
H -1.122 3.764 -0.949
*
```

Values from the calculation:
Kohn-Sham gap (alpha / beta) = 0.31119 / 0.29269 hartree
Highest occupied orbital energy (alpha / beta) = -0.3152 / -0.3139 Ha
LUMO level (alpha / beta) = -0.0040 / -0.0212 Eh

=====

Which structure is the most stable? The one labeled arrangement B.

=====

Arrangement A

Below is 2 unconnected molecules or ions with the total composition C7H11F, with properties calculated with the ωB97M-V functional and the def2-TZVPD basis.

Structure (ORCA input):
```
! wB97M-V def2-TZVPD RIJCOSX def2/J DEFGRID3
* xyz 0 1
C 1.809 1.790 -1.452
C -1.451 0.502 -0.218
C -0.227 0.068 -0.178
C 1.097 1.655 -0.355
C -2.577 -0.545 -0.046
C 1.113 -1.037 1.409
C 0.475 -1.137 0.085
F 0.796 2.577 0.550
H 2.350 2.690 -1.824
H 2.027 0.869 -2.039
H -1.742 1.336 -0.745
H -3.478 -0.127 0.320
H -2.202 -1.304 0.640
H -2.687 -1.023 -0.938
H 2.014 -0.405 1.336
H 1.480 -2.000 1.855
H 0.432 -0.477 2.149
H -0.370 -1.980 0.131
H 1.143 -1.452 -0.681
*
```

Values from the calculation:
Kohn-Sham gap = 0.37277 hartree
Highest occupied orbital energy = -0.3361 Ha
LUMO level = 0.0367 Eh

=====

Arrangement B

Below is a single C7H11F molecule, with properties calculated with the ωB97M-V functional and the def2-TZVPD basis.

Structure (ORCA input):
```
! wB97M-V def2-TZVPD RIJCOSX def2/J DEFGRID3
* xyz 0 1
C -1.174 0.479 -0.184
C -2.392 -0.048 0.845
C -2.183 -0.652 -0.525
C 0.242 -0.081 0.182
C 1.117 -0.564 -0.925
C 2.465 0.113 -0.231
C 1.529 0.821 0.811
H -3.267 0.638 1.007
H -2.309 -0.635 1.700
H -1.761 -1.640 -0.441
H -3.120 -0.148 -1.104
H 0.389 -0.891 0.863
H 0.835 -0.293 -2.100
H 1.170 -1.781 -0.901
H 3.203 0.817 -0.717
H 3.145 -0.629 0.315
H 1.852 0.858 1.864
H 1.520 1.949 0.418
F -1.259 1.685 -0.876
*
```

Values from the calculation:
Kohn-Sham gap = 0.38362 hartree
Highest occupied orbital energy = -0.3465 Ha
LUMO level = 0.0372 Eh
Structure (SMILES) = FC1(C2CCC2)CC1

=====

Which structure is the most stable? The one labeled arrangement A.